Entry 1:
C12H6BrIrO4 | ωB97M-V/def2-TZVPD

Each line ends with the Mulliken charge.
Positions of all 24 atoms, in Å:
Ir  -0.51550  -2.01051  0.00000  0.64
Br  2.14310  -1.88581  0.00000  -0.20
O  -4.46000  -3.97441  0.00000  -0.42
O  -0.95390  -4.23041  0.00000  -0.55
O  -2.51120  -5.88021  0.00000  -0.42
O  -2.84530  -2.38651  0.00000  -0.50
C  2.10760  0.07809  0.00000  0.52
C  3.34110  2.12889  0.00000  -0.52
C  -0.39120  0.06619  0.00000  -0.31
C  -0.28320  2.89749  0.00000  -0.73
C  3.31290  0.72909  0.00000  -0.63
C  2.16630  2.83159  0.00000  -0.86
C  0.92360  2.16909  0.00000  0.89
C  0.86680  0.74469  0.00000  0.47
C  -2.03450  -4.79691  0.00000  0.61
C  -1.49000  2.25119  0.00000  -0.84
C  -1.53880  0.85409  0.00000  -0.11
C  -3.38580  -3.47821  0.00000  0.59
H  -0.23060  3.97549  0.00000  0.36
H  -2.40820  2.81859  0.00000  0.39
H  4.29110  2.64129  0.00000  0.39
H  4.23300  0.16669  0.00000  0.37
H  -2.50880  0.37889  0.00000  0.50
H  2.17150  3.91159  0.00000  0.36

Summary:
total energy = -93608.5094 eV
HOMO level (alpha / beta) = -7.87 / -7.88 eV
orbital gap (alpha / beta) = 4.65 / 4.65 eV

=====

Entry 2:
C12H7F6NO2 | ωB97M-V/def2-TZVPD

Each line ends with the Mulliken charge.
Positions of all 28 atoms, in Å:
F  1.10388  2.45347  2.25087  -0.25
F  0.60655  -0.96565  2.79315  -0.28
F  -0.72507  0.71307  3.04452  -0.30
F  2.49295  0.89542  1.67859  -0.25
F  -0.52592  -2.40194  -4.41606  -0.19
F  1.91065  1.11230  3.75180  -0.26
O  -1.87800  0.05320  -4.05662  -0.52
O  1.43090  -2.67225  -2.43500  -0.52
N  -0.11230  -1.39209  -3.58826  0.14
C  0.27608  0.23933  2.26407  0.75
C  0.59586  -1.81971  -2.41783  -0.04
C  0.52962  -0.84067  -0.00442  0.56
C  1.61912  -1.78600  0.43715  -1.88
C  -1.09319  -0.41260  -3.28407  0.01
C  0.12350  -0.91319  -1.33305  0.52
C  -0.12164  0.11921  0.80148  0.55
C  1.47858  1.19252  2.49445  0.72
C  -1.10141  0.99300  0.26377  1.28
C  -0.85226  -0.07872  -1.85556  -0.22
C  -1.80545  2.09149  1.02872  -1.75
C  -1.45307  0.87899  -1.07847  -0.79
H  -2.20550  1.53155  -1.50125  0.47
H  -2.62472  2.47149  0.41972  0.43
H  -2.22564  1.76001  1.96948  0.36
H  2.16025  -1.45165  1.31037  0.38
H  1.18928  -2.76917  0.63885  0.34
H  -1.12210  2.92361  1.19885  0.28
H  2.32905  -1.92501  -0.37524  0.47

Summary:
total energy = -34446.6114 eV
SMILES = Cc1cc2c(c(C)c1C(F)(F)C(F)(F)F)C(=O)N(F)C2=O
HOMO level = -10.31 eV
orbital gap = 9.26 eV

=====

Entry 3:
C12H7IrN6O7 | ωB97M-V/def2-TZVPD

Each line ends with the Mulliken charge.
Positions of all 33 atoms, in Å:
Ir  5.24923  -9.58361  -10.11101  0.98
O  5.57463  -7.32198  -11.20168  -0.34
O  6.81980  -5.36118  -13.76351  -0.21
O  3.19819  -8.22107  -12.99383  -0.46
O  3.78549  -10.93011  -9.84740  -0.64
O  4.96337  -6.81184  -15.54934  -0.15
O  6.97517  -6.34109  -18.62613  -0.07
O  3.04212  -12.97941  -10.53344  -0.55
N  7.39006  -7.36976  -7.08291  -0.61
N  5.42189  -10.75289  -11.80370  -0.30
N  6.32212  -8.70280  -8.44398  -0.02
N  6.91654  -8.52766  -6.49178  0.92
N  6.75886  -8.58142  -5.14605  -0.54
N  6.26626  -9.33565  -7.28519  -0.37
C  6.23753  -10.53910  -12.81133  0.03
C  5.43806  -12.50594  -14.06225  -0.35
C  6.32408  -5.56109  -12.73386  -0.09
C  3.70078  -11.98535  -10.73840  0.53
C  4.29031  -7.08850  -14.70315  0.47
C  4.08680  -7.48492  -13.29476  0.32
C  4.57848  -11.80193  -11.93056  0.36
C  4.52529  -12.63222  -13.01011  -0.39
C  7.01536  -7.49911  -8.36097  -0.13
C  7.86259  -6.02800  -19.23030  0.07
C  6.31295  -11.41946  -13.95871  -0.60
C  5.40116  -7.02432  -12.29146  0.47
H  3.77345  -13.38682  -12.92243  0.52
H  7.03242  -11.15948  -14.70618  0.43
H  7.13258  -6.90239  -9.25806  0.49
H  6.68222  -9.48744  -12.88158  0.32
H  7.45263  -7.91785  -4.72766  0.32
H  5.51791  -13.08927  -15.04915  0.35
H  5.82676  -8.62905  -4.87594  0.24

Summary:
total energy = -38651.9495 eV
HOMO level (alpha / beta) = -11.43 / -12.64 eV
orbital gap (alpha / beta) = 6.94 / 7.80 eV
charge = +1
<S²> = 8.780
energy relative to the best compared isomer or geometry (same formula, charge and spin) = 0.0 kcal/mol
multiplicity = 6

=====

Entry 4:
C12H7N2O5Ru | ωB97M-V/def2-TZVPD

Each line ends with the Mulliken charge.
Positions of all 27 atoms, in Å:
Ru  -0.28490  -0.39483  -2.25762  0.78
O  2.61658  -0.38527  -3.30271  -0.21
O  0.03895  -0.41781  -5.25782  -0.14
O  -0.45967  -3.51368  -1.91538  -0.21
O  -0.46524  2.74811  -2.06523  -0.20
O  -3.24193  -0.42763  -0.94557  -0.22
N  1.74363  -1.13049  1.74619  0.03
N  0.46912  -0.50917  0.06674  0.11
C  -0.33718  -0.41225  -4.17164  0.20
C  1.44196  -1.34591  0.44701  -0.45
C  -2.41999  -0.40915  -1.80104  -0.03
C  0.94293  -0.11882  2.25323  0.61
C  -0.43493  1.60195  -2.14252  0.21
C  1.59356  -0.38508  -2.73512  0.15
C  -0.41563  -2.36333  -2.04693  0.19
C  0.12990  0.26300  1.18259  0.49
C  0.88011  0.46163  3.52318  -0.63
C  -0.83139  1.25533  1.39273  -0.16
C  -0.07159  1.48270  3.73220  -0.47
C  -0.91473  1.85358  2.66804  -0.71
H  -2.57192  -0.41554  -2.91813  0.39
H  2.43027  -1.62299  2.28253  0.23
H  1.54625  0.13482  4.32137  0.44
H  -1.47461  1.50544  0.55043  0.35
H  -1.66715  2.63700  2.82356  0.42
H  1.93648  -2.08874  -0.13292  0.41
H  -0.17890  1.99716  4.70285  0.43

Summary:
total energy = -28333.1837 eV
HOMO level (alpha / beta) = -12.48 / -17.35 eV
orbital gap (alpha / beta) = 4.82 / 5.94 eV
charge = +2
<S²> = 8.800
energy relative to the best compared isomer or geometry (same formula, charge and spin) = 0.0 kcal/mol
multiplicity = 6

=====

Entry 5:
C12H7N2O5Sn | ωB97M-V/def2-TZVPD

Each line ends with the Mulliken charge.
Positions of all 27 atoms, in Å:
Sn  0.70030  -0.37975  -1.95277  1.18
O  -2.60983  -5.44774  -1.69901  -0.11
O  1.91092  -2.04850  -5.04422  0.03
O  2.43678  -2.40690  0.27758  0.02
O  2.35292  2.55241  -2.34110  0.02
O  -1.19585  1.66858  -3.53843  -0.09
N  -0.44030  -0.08632  -0.02606  -0.18
N  -1.93176  -0.33364  1.56649  -0.01
C  1.13304  1.45047  1.23767  -0.37
C  1.30172  2.06218  2.48637  -0.84
C  0.34572  1.91776  3.50685  -0.58
C  -1.99176  -4.58877  -2.14547  0.11
C  1.95196  1.51667  -2.02078  0.29
C  2.04865  -1.76728  -0.59912  0.32
C  1.59533  -1.52275  -4.08073  0.21
C  -0.02152  0.69052  1.06817  1.14
C  -1.58885  -0.68266  0.31052  -0.34
C  -0.80902  1.13895  3.31911  -0.81
C  -0.92807  0.63999  -3.02263  0.26
C  -0.96029  0.53676  2.07929  0.59
H  0.51636  2.42607  4.45838  0.44
H  1.82185  1.52992  0.39228  -0.11
H  -2.18346  -1.35550  -0.30746  0.38
H  -1.31777  -0.50942  -2.73559  0.30
H  2.19016  2.66694  2.66860  0.44
H  -2.75884  -0.66115  2.05467  0.27
H  -1.56842  0.99315  4.08737  0.45

Summary:
total energy = -31568.7246 eV
HOMO level (alpha / beta) = -19.02 / -18.98 eV
orbital gap (alpha / beta) = 4.10 / 4.00 eV
charge = +3
energy relative to the best compared isomer or geometry (same formula, charge and spin) = 44.0 kcal/mol

=====

Entry 6:
C12H7N2O6SSc | ωB97M-V/def2-TZVPD

Each line ends with the Mulliken charge.
Positions of all 29 atoms, in Å:
Sc  -0.01095  -0.01919  0.29004  0.91
S  -1.00212  2.06134  -0.57602  -0.33
O  0.27714  0.64705  2.15065  -0.66
O  -1.63579  -0.14158  1.51097  -0.58
O  0.63793  -5.50166  -3.31314  -0.58
O  2.25917  -3.98929  -3.32812  -0.52
O  1.57888  -0.38956  -0.66924  -0.66
O  2.67340  -1.65516  -2.15546  -0.73
N  -1.48690  -2.86999  -0.92812  -0.13
N  -0.56736  -1.92000  -0.76549  -0.12
C  0.24036  -3.54417  -2.09982  0.42
C  -1.55190  2.82432  0.93240  0.34
C  1.07647  -4.43497  -2.96687  0.49
C  -1.92904  2.80672  3.33959  -0.47
C  0.49806  -2.31069  -1.47570  -0.38
C  1.70898  -1.39938  -1.46072  1.01
C  -2.35983  4.79394  2.07124  -0.50
C  -2.34262  4.12764  3.28869  -0.53
C  -1.55352  2.16269  2.17354  0.22
C  -0.99080  0.79516  2.06531  1.06
C  -1.05030  -3.85594  -1.71879  -0.40
C  -1.97112  4.15325  0.90619  -0.54
H  -2.38556  -2.76460  -0.48930  0.14
H  2.48489  -3.10422  -2.94387  0.46
H  -1.97231  4.66915  -0.04505  0.41
H  -1.64105  -4.72074  -1.97021  0.53
H  -2.66576  5.83146  2.02902  0.37
H  -1.90970  2.26076  4.27469  0.41
H  -2.64524  4.63596  4.19408  0.37

Summary:
total energy = -59363.3057 eV
HOMO level = -8.33 eV
orbital gap = 7.71 eV
energy relative to the best compared isomer or geometry (same formula, charge and spin) = 8.5 kcal/mol